Entry from the OMol25 dataset: 7 unconnected molecules or ions with the total composition C35H64NO24P (ωB97M-V/def2-TZVPD).

Results
total energy	-97238.9024	eV
lowest unoccupied orbital energy	0.2	eV
HOMO-LUMO gap	8.50	eV
SMILES string	CC(=O)NCCCCO[P@](=O)(O)OCOc1cc(C)ccc1C(C)C.COC(=O)OC.COC(=O)OC.COC(=O)OC.COC(=O)OC.COC(=O)OC.COC(=O)OC

Positions of all 125 atoms, in Å:
C  -2.729554  -9.236847  2.885836
C  -2.343890  -8.257459  1.596833
O  -1.270809  -8.663270  0.872298
N  -3.133781  -6.985122  1.318699
C  -3.653812  -6.970931  -0.132321
C  -3.938305  -5.428931  -0.663234
C  -4.006618  -5.334563  -2.332194
C  -3.032142  -4.123077  -2.851922
O  -1.675713  -4.412138  -2.364543
P  -0.551236  -4.724742  -3.654839
O  -1.182550  -5.328132  -4.970844
O  0.562949  -5.962583  -3.039185
O  0.408540  -3.290008  -3.880433
C  1.305601  -3.273676  -2.677243
O  1.755818  -1.916770  -2.329150
C  2.250278  -1.956690  -0.939173
C  3.876558  -2.295502  -0.765950
C  4.590024  -2.374431  0.707592
C  6.197949  -2.755254  0.907399
C  3.649066  -2.058210  2.022105
C  2.027118  -1.722578  1.854778
C  1.255335  -1.682061  0.373994
C  -0.376652  -1.390715  0.224647
C  -1.080447  -0.959841  1.660958
C  -0.753240  -0.366550  -1.002342
H  -2.747791  -10.378707  2.611777
H  -3.802359  -8.976237  3.325312
H  -1.962518  -9.122291  3.786345
H  -3.988021  -7.075996  1.930903
H  -2.913569  -7.555977  -0.826988
H  -4.697237  -7.520819  -0.164218
H  -3.095125  -4.759747  -0.202352
H  -4.956221  -5.057496  -0.161967
H  -3.635981  -6.345178  -2.801724
H  -5.138271  -5.182128  -2.642577
H  -3.388666  -3.141431  -2.273986
H  -3.111688  -3.870118  -3.991220
H  0.447904  -5.891986  -2.046009
H  2.267517  -3.925702  -2.885622
H  0.755713  -3.709101  -1.713202
H  4.511805  -2.495004  -1.747320
H  6.756247  -2.035966  1.644962
H  6.755336  -2.888282  -0.135883
H  6.192772  -3.846772  1.386884
H  4.131882  -2.069063  3.105289
H  1.455729  -1.511274  2.873277
H  -0.856375  -2.445533  -0.058219
H  -1.491993  -1.942040  2.171094
H  -2.022078  -0.303989  1.398562
H  -0.368125  -0.379759  2.386700
H  -1.912415  -0.113241  -0.882450
H  -0.182142  0.654963  -0.944908
H  -0.652489  -0.927334  -2.029967
C  -3.843831  3.583446  -2.852493
O  -3.911245  4.360563  -1.658394
C  -3.481096  3.713260  -0.546058
O  -3.060937  2.567608  -0.500247
O  -3.599188  4.561467  0.506534
C  -3.179851  4.011065  1.753709
H  -4.211725  4.199273  -3.677724
H  -2.809245  3.298919  -3.069968
H  -4.481914  2.697375  -2.773083
H  -2.118830  3.743580  1.720317
H  -3.791409  3.142107  2.017286
H  -3.317884  4.774990  2.523722
C  -2.129311  7.062134  -3.852777
O  -0.736048  6.913432  -4.119295
C  -0.446996  6.015377  -5.094623
O  -1.258372  5.358634  -5.728268
O  0.901215  5.974685  -5.243028
C  1.354312  5.064944  -6.243682
H  -2.243992  7.803493  -3.057272
H  -2.655522  7.426269  -4.741106
H  -2.559340  6.116627  -3.506843
H  0.967308  5.349187  -7.227482
H  1.063581  4.039587  -5.993319
H  2.446117  5.114588  -6.276123
C  1.160393  9.195495  -4.795889
O  1.061390  10.437903  -4.102385
C  2.196016  10.809079  -3.457271
O  3.244039  10.182873  -3.431552
O  1.962740  11.997812  -2.845840
C  3.078058  12.514561  -2.122468
H  0.197288  8.997857  -5.274390
H  1.927497  9.248517  -5.575223
H  1.371822  8.379263  -4.097577
H  3.921766  12.700156  -2.794881
H  3.366134  11.831037  -1.317254
H  2.779027  13.466368  -1.675032
C  6.378870  -9.030277  0.709535
O  6.962466  -7.801749  1.139025
C  7.976057  -7.946461  2.029537
O  8.401452  -9.004468  2.466352
O  8.434562  -6.710104  2.349767
C  9.510991  -6.707513  3.285462
H  5.580404  -8.795431  0.000385
H  7.120963  -9.652346  0.198703
H  5.939856  -9.566351  1.557161
H  10.378177  -7.236765  2.877650
H  9.197189  -7.150697  4.236082
H  9.797182  -5.668206  3.468465
C  2.861135  1.712435  3.121403
O  2.793723  2.489552  4.315502
C  3.223871  1.842248  5.427838
O  3.644029  0.696597  5.473649
O  3.105779  2.690456  6.480430
C  3.525116  2.140053  7.727604
H  2.493243  2.328261  2.296171
H  3.895721  1.427907  2.903928
H  2.223053  0.826363  3.200813
H  4.586137  1.872568  7.694214
H  2.913558  1.271096  7.991181
H  3.387083  2.903978  8.497617
C  -6.748429  4.394427  1.166383
O  -6.911104  4.296900  2.580015
C  -7.837538  3.386999  2.973867
O  -8.507992  2.680975  2.236866
O  -7.888719  3.398505  4.329817
C  -8.828317  2.482974  4.889452
H  -5.984496  5.150491  0.965463
H  -6.406910  3.441019  0.750455
H  -7.681818  4.713393  0.691385
H  -8.569992  1.453255  4.622289
H  -9.844862  2.725539  4.563322
H  -8.784736  2.577138  5.977932

Force components x, y, z for each atom (eV/Å):
-0.6 0.5 0.7
4.5 -2.0 -2.3
-6.7 3.0 4.0
-0.2 -3.9 -0.1
-0.8 0.3 -1.0
0.1 -0.4 0.6
0.1 -0.1 0.5
-2.4 0.9 0.9
2.0 -0.3 -3.2
-0.7 -2.7 -2.9
2.2 2.9 4.8
-2.9 3.5 0.8
-0.6 -2.7 2.8
1.1 -0.6 1.3
-0.2 -1.7 2.1
1.9 -0.2 3.1
-2.0 0.5 3.0
-3.5 1.2 -0.3
-1.1 -1.2 -0.2
-1.7 0.1 -3.7
2.5 -0.8 -2.7
3.8 -0.5 0.4
0.4 -0.7 0.0
-0.4 -0.4 -0.6
-1.1 -0.3 0.4
0.2 2.5 0.1
2.2 -0.4 -1.0
-1.5 0.0 -2.2
1.3 0.3 -0.7
-1.3 1.3 1.5
2.1 0.9 0.0
-1.5 -1.2 -1.1
2.2 -0.8 -1.3
-0.7 2.0 0.9
2.5 -0.1 0.4
0.9 -2.0 -1.2
0.4 -0.9 2.1
0.4 -0.5 -1.3
-2.1 1.3 0.2
1.0 1.0 -2.1
-1.6 0.5 2.3
-1.2 -1.3 -1.6
-1.3 0.7 2.3
0.1 2.4 -0.9
-1.2 0.0 -2.6
1.2 -0.6 -2.6
1.0 2.2 0.5
1.0 2.1 -0.8
2.0 -1.2 0.6
-1.4 -1.1 -1.5
2.5 -0.5 -0.2
-0.9 -2.1 -0.2
0.2 1.4 2.0
0.0 -0.3 -0.5
0.3 -0.3 1.1
0.2 -0.4 0.0
-0.6 1.7 -0.1
0.1 -0.5 -1.0
0.2 -0.2 0.6
0.0 0.1 0.4
-0.2 -0.1 0.1
0.2 0.1 0.1
-0.2 -0.1 -0.1
0.2 0.1 -0.1
-0.1 0.0 -0.4
-0.6 0.1 0.1
0.4 -0.8 -0.7
-0.3 -0.3 -0.2
1.2 1.0 0.9
-1.1 0.2 0.3
0.2 -0.4 -0.4
0.3 -0.1 -0.2
0.1 -0.2 0.1
0.1 0.2 -0.2
-0.1 -0.1 0.2
-0.1 0.2 -0.1
-0.2 0.2 0.2
0.1 -0.5 -0.3
0.8 0.6 0.6
0.3 -0.3 -0.1
-1.5 0.9 0.0
0.0 -0.9 -0.5
0.4 0.2 0.3
0.1 0.3 0.3
0.0 0.0 0.2
0.1 0.2 -0.2
-0.1 -0.2 0.2
0.1 0.0 -0.3
-0.2 -0.2 -0.2
-0.3 -0.5 -0.2
0.8 0.1 0.7
0.1 -0.5 0.1
-0.6 1.6 -0.6
-0.5 -0.8 -0.4
0.4 0.0 0.3
0.2 0.2 0.2
-0.1 0.1 0.2
0.2 0.0 -0.1
-0.2 0.0 0.1
0.1 -0.1 -0.2
-0.3 -0.1 -0.2
0.0 -0.3 -0.5
0.3 -0.3 1.1
0.1 -0.4 -0.1
-0.6 1.6 0.0
0.0 -0.5 -0.9
0.1 -0.2 0.5
0.0 0.1 0.4
-0.2 -0.1 0.1
0.3 0.1 0.0
-0.2 -0.1 0.0
0.2 0.1 -0.1
-0.1 0.0 -0.4
0.1 0.2 -0.6
-0.7 -0.7 0.6
-0.3 -0.3 -0.3
1.0 1.0 1.1
0.2 0.1 -1.0
-0.3 -0.3 0.2
-0.2 -0.2 0.3
-0.2 0.1 0.0
0.1 -0.3 0.1
-0.1 0.2 -0.1
0.2 -0.1 -0.1
0.2 0.2 -0.3